A 14-piece molecular cluster, C19H66N10O14 overall at a distorted geometry. Source: OMol25; level of theory: ωB97M-V/def2-TZVPD.

As for the total energy: -64335.481 eV. The gap between HOMO and LUMO comes out at 7.9 eV. The value obtained for the relative energy (zero: lowest compared OMol25 entry of this formula, charge and spin) is 0.632 eV. The HOMO energy is -8.30 eV.

Geometry as ORCA input:
```
! wB97M-V def2-TZVPD RIJCOSX def2/J DEFGRID3
* xyz 0 1
C -0.35 3.27 5.25
C -0.51 1.84 4.81
O -0.84 1.81 3.43
H -1.15 3.82 4.80
H 0.67 3.78 4.99
H -0.56 3.23 6.32
H -1.38 1.47 5.36
H 0.27 1.19 5.15
H -0.91 0.86 3.18
C 0.84 3.35 -2.44
C 1.88 2.48 -3.19
O 2.20 1.38 -2.45
H -0.11 2.85 -2.27
H 0.45 4.15 -3.11
H 1.15 3.71 -1.49
H 2.74 3.12 -3.32
H 1.64 2.22 -4.23
H 3.00 0.88 -2.71
C -2.72 1.07 -2.21
C -3.75 0.43 -3.16
O -3.94 1.21 -4.30
H -1.74 1.01 -2.58
H -2.70 0.71 -1.23
H -2.87 2.15 -2.00
H -4.76 0.36 -2.79
H -3.44 -0.61 -3.35
H -4.36 2.08 -4.03
C -0.92 -1.81 -4.17
C 0.17 -1.01 -3.64
O 1.05 -1.98 -3.11
H -1.64 -1.24 -4.70
H -1.60 -2.27 -3.38
H -0.53 -2.54 -4.82
H -0.07 -0.30 -2.91
H 0.57 -0.40 -4.46
H 0.73 -2.33 -2.30
C 5.07 -2.94 -2.01
C 3.73 -2.87 -1.27
O 3.18 -1.57 -1.07
H 4.98 -3.10 -3.09
H 5.74 -3.75 -1.62
H 5.61 -2.03 -1.78
H 3.81 -3.36 -0.36
H 3.04 -3.41 -1.90
H 3.69 -1.02 -0.45
C -0.07 0.13 0.16
O -1.30 0.17 0.73
N 0.56 1.19 -0.28
N 0.53 -1.01 -0.04
H 0.04 2.12 -0.20
H 1.21 1.21 -1.11
H -0.05 -1.91 0.13
H 1.46 -1.05 -0.44
C -4.75 1.28 1.19
O -5.73 2.00 1.85
N -3.49 1.35 1.49
N -5.00 0.36 0.37
H -3.15 2.15 2.01
H -2.74 0.76 1.06
H -5.98 0.32 -0.05
H -4.37 -0.26 -0.06
C -0.37 4.24 0.81
O 0.04 5.43 0.29
N -1.13 3.37 0.23
N 0.10 3.71 1.93
H -1.59 3.78 -0.65
H -1.67 2.62 0.79
H 0.83 4.19 2.37
H -0.16 2.82 2.43
C -0.61 -4.00 -0.83
O -1.62 -4.15 -1.72
N 0.59 -4.31 -1.07
N -0.68 -3.54 0.37
H 0.72 -4.71 -2.02
H 1.42 -4.20 -0.47
H -1.65 -3.31 0.67
H 0.02 -3.64 1.07
C 2.29 0.99 2.86
O 2.83 1.54 3.98
N 2.51 1.38 1.68
N 1.61 -0.13 2.79
H 3.11 2.19 1.46
H 1.84 1.26 0.88
H 1.09 -0.49 3.63
H 1.38 -0.47 1.83
C 3.51 3.88 -0.04
O 4.30 3.49 1.10
H 3.97 4.47 -0.81
H 2.54 4.36 0.24
H 3.16 3.01 -0.56
H 5.17 3.18 0.84
C -1.24 -2.03 2.98
O -0.86 -1.00 3.85
H -1.62 -1.59 2.07
H -2.01 -2.54 3.50
H -0.35 -2.67 2.78
H -1.46 -0.97 4.64
C -4.19 -2.48 -1.15
O -3.19 -1.59 -0.65
H -4.07 -2.47 -2.24
H -5.22 -2.26 -0.85
H -3.99 -3.54 -0.93
H -2.41 -1.77 -1.12
C 2.41 -4.81 1.85
O 1.87 -3.58 1.52
H 2.01 -5.65 1.18
H 2.25 -5.00 2.89
H 3.48 -4.81 1.62
H 2.49 -2.90 1.80
*
```